[1]
{
  "formula": "C30H43N5O5PS2TeW",
  "method": "ωB97M-V with the def2-TZVPD basis set",
  "species": ["W", "O", "C", "O", "C", "C", "C", "C", "C", "C", "S", "H", "H", "H", "H", "N", "C", "C", "C", "C", "C", "N", "C", "C", "C", "C", "C", "N", "H", "H", "H", "H", "H", "H", "H", "H", "H", "C", "C", "O", "P", "O", "Te", "O", "C", "C", "H", "H", "H", "H", "H", "H", "H", "H", "H", "H", "C", "C", "C", "C", "N", "C", "S", "N", "C", "C", "C", "C", "H", "H", "H", "H", "H", "H", "H", "H", "H", "H", "H", "H", "H", "H", "H", "H", "H", "H", "H", "H"],
  "coordinates": [[1.395, -0.162, 0.091], [0.112, 3.501, 1.520], [1.048, 2.807, 1.185], [0.824, 1.563, 0.791], [2.458, 3.232, 1.257], [2.774, 4.261, 2.146], [4.076, 4.695, 2.292], [5.083, 4.090, 1.548], [4.781, 3.079, 0.654], [3.466, 2.643, 0.481], [3.174, 1.467, -0.797], [1.969, 4.708, 2.714], [4.304, 5.508, 2.967], [6.109, 4.414, 1.664], [5.557, 2.620, 0.055], [3.681, -2.513, -0.128], [3.132, -2.229, -1.360], [3.369, -3.125, -2.400], [2.942, -2.822, -3.670], [2.329, -1.589, -3.888], [2.095, -0.776, -2.815], [2.421, -1.103, -1.541], [3.862, -1.727, 0.999], [4.967, -1.991, 1.802], [5.176, -1.256, 2.946], [4.266, -0.255, 3.269], [3.201, -0.049, 2.438], [2.972, -0.765, 1.303], [4.270, -3.328, -0.140], [3.894, -4.050, -2.196], [3.099, -3.518, -4.483], [2.031, -1.275, -4.877], [1.620, 0.188, -2.932], [5.674, -2.753, 1.502], [6.042, -1.446, 3.565], [4.390, 0.352, 4.153], [2.485, 0.735, 2.634], [1.165, -6.060, 2.422], [1.851, -4.962, 1.638], [1.325, -3.658, 1.977], [0.207, -2.950, 1.099], [0.735, -2.532, -0.259], [-0.324, -0.917, 2.228], [-0.878, -4.096, 0.958], [-1.912, -4.104, -0.057], [-2.789, -2.866, -0.047], [1.722, -6.990, 2.307], [0.145, -6.208, 2.073], [1.135, -5.804, 3.481], [1.759, -5.123, 0.561], [2.909, -4.913, 1.898], [-2.508, -4.984, 0.177], [-1.437, -4.245, -1.028], [-3.163, -2.680, 0.960], [-3.638, -3.028, -0.712], [-2.237, -1.990, -0.387], [-2.995, 3.638, -3.704], [-4.487, 3.359, -3.505], [-4.851, 1.879, -3.321], [-4.391, 1.253, -2.005], [-2.964, 0.928, -2.018], [-1.997, 1.066, -1.114], [-0.586, 0.101, -1.489], [-2.039, 1.843, -0.060], [-2.923, 2.963, 0.283], [-3.712, 2.753, 1.575], [-4.889, 1.771, 1.514], [-4.496, 0.294, 1.430], [-2.834, 4.692, -3.929], [-2.603, 3.051, -4.536], [-2.413, 3.400, -2.815], [-5.025, 3.728, -4.379], [-4.856, 3.928, -2.647], [-4.449, 1.299, -4.158], [-5.938, 1.786, -3.353], [-4.937, 0.319, -1.841], [-4.626, 1.914, -1.179], [-2.700, 0.318, -2.778], [-1.227, 1.805, 0.545], [-3.582, 3.199, -0.550], [-2.260, 3.814, 0.430], [-4.098, 3.735, 1.859], [-3.014, 2.445, 2.358], [-5.545, 2.034, 0.678], [-5.480, 1.911, 2.421], [-4.059, 0.036, 0.466], [-5.368, -0.344, 1.581], [-3.766, 0.056, 2.205]],
  "atomic_forces_ev_per_a": [[-1.1, 0.2, -1.7], [0.0, 0.0, -0.1], [-0.1, -0.1, 0.1], [-0.4, 0.5, 0.6], [0.3, 0.1, 0.0], [-0.1, -0.1, 0.0], [0.0, 0.1, 0.0], [0.0, 0.0, 0.0], [0.0, 0.0, -0.1], [-0.2, 0.0, 0.0], [-0.4, -0.6, 0.1], [0.0, 0.0, 0.0], [0.0, 0.0, 0.0], [0.0, 0.0, 0.0], [0.0, 0.0, 0.0], [0.0, -0.2, 0.0], [0.0, 0.5, 0.2], [0.1, -0.2, -0.2], [0.0, 0.2, 0.2], [0.1, -0.1, -0.2], [-0.1, 0.2, 0.1], [0.5, -0.7, -0.7], [-0.5, 0.3, -0.1], [0.2, -0.1, 0.2], [-0.1, 0.0, -0.1], [0.1, -0.1, 0.1], [-0.1, 0.1, -0.3], [1.5, -0.5, 1.0], [0.0, 0.0, 0.0], [0.0, 0.0, 0.0], [0.0, 0.0, 0.0], [0.0, 0.0, 0.0], [-0.1, 0.0, 0.0], [0.0, 0.0, 0.0], [0.0, 0.0, 0.0], [-0.1, 0.0, 0.0], [0.0, 0.0, 0.1], [0.0, 0.1, 0.0], [0.0, -0.2, 0.0], [-0.3, 0.0, 0.1], [0.2, -0.1, 0.3], [0.2, 1.0, 0.4], [-0.2, -0.3, 0.1], [0.1, 0.3, 0.1], [-0.3, 0.0, -0.2], [0.2, -0.1, 0.2], [0.0, 0.0, 0.0], [0.0, 0.0, 0.0], [0.0, 0.0, 0.0], [0.0, 0.0, 0.0], [0.0, 0.0, 0.0], [0.1, 0.0, 0.0], [0.0, 0.0, 0.0], [-0.1, 0.0, 0.0], [0.0, 0.0, 0.0], [0.0, 0.0, 0.0], [-0.2, 0.0, 0.0], [0.2, -0.1, 0.0], [0.1, 0.3, 0.1], [-0.2, 0.0, -0.1], [-0.2, 0.0, -0.2], [0.5, -0.2, 0.0], [-0.1, -0.2, -0.3], [-0.1, 0.2, 0.4], [-0.1, 0.1, 0.1], [-0.1, -0.2, -0.2], [0.2, -0.1, 0.1], [-0.1, 0.2, 0.0], [0.0, 0.0, 0.0], [0.0, 0.0, 0.0], [0.1, 0.0, 0.0], [-0.1, 0.0, 0.0], [-0.1, 0.0, 0.0], [-0.1, 0.0, 0.0], [0.0, -0.1, 0.0], [0.0, 0.0, 0.0], [0.0, -0.2, -0.1], [0.1, 0.0, 0.0], [0.2, -0.1, -0.1], [0.2, 0.1, 0.0], [0.0, 0.0, -0.1], [0.1, 0.0, 0.0], [0.0, 0.0, 0.0], [-0.1, 0.0, 0.1], [0.0, 0.0, 0.0], [0.1, -0.1, 0.0], [0.0, 0.0, 0.0], [0.1, -0.1, 0.0]],
  "mulliken_spin": [1.719, 0.016, 0.002, 0.057, 0.009, -0.002, 0.004, -0.002, 0.012, 0.014, -0.021, 0.000, 0.000, 0.000, -0.001, 0.010, 0.008, -0.009, 0.009, -0.004, 0.003, -0.012, 0.045, -0.018, 0.020, -0.006, 0.045, 0.019, -0.001, 0.000, 0.000, 0.000, 0.011, 0.001, 0.001, 0.001, 0.011, 0.000, 0.000, 0.000, 0.021, -0.009, 0.011, -0.002, 0.000, 0.009, 0.000, 0.000, 0.000, 0.000, 0.000, 0.000, 0.000, -0.003, 0.001, -0.009, 0.000, 0.000, 0.000, 0.000, 0.005, 0.020, 0.014, 0.005, 0.002, 0.001, -0.001, 0.004, 0.000, 0.000, 0.000, 0.000, 0.000, 0.000, 0.000, 0.000, 0.000, 0.000, -0.010, 0.000, -0.001, 0.000, 0.001, 0.000, 0.000, -0.002, 0.000, 0.000],
  "total_energy_ev": -89574.952,
  "charge": 1,
  "multiplicity": 3,
  "de_lowest_ev": 0.000,
  "s_squared": 2.02
}

---

[2]
{
  "formula": "C33H79I2N14O20",
  "method": "ωB97M-V with the def2-TZVPD basis set",
  "species": ["C", "C", "C", "C", "C", "C", "C", "C", "C", "C", "C", "C", "C", "C", "C", "C", "C", "C", "N", "C", "N", "C", "N", "N", "C", "I", "C", "C", "I", "H", "H", "H", "H", "H", "H", "H", "H", "H", "H", "H", "H", "H", "H", "H", "H", "H", "H", "H", "H", "H", "H", "H", "H", "H", "H", "H", "H", "H", "H", "H", "H", "H", "H", "H", "H", "H", "H", "H", "H", "H", "H", "H", "H", "H", "H", "H", "H", "H", "C", "N", "O", "O", "H", "H", "H", "C", "N", "O", "O", "H", "H", "H", "C", "N", "O", "O", "H", "H", "H", "C", "N", "O", "O", "H", "H", "H", "C", "N", "O", "O", "H", "H", "H", "C", "N", "O", "O", "H", "H", "H", "C", "N", "O", "O", "H", "H", "H", "C", "N", "O", "O", "H", "H", "H", "C", "N", "O", "O", "H", "H", "H", "C", "N", "O", "O", "H", "H", "H"],
  "coordinates": [[7.036, 4.949, 4.171], [8.098, 4.109, 3.204], [7.576, 4.161, 1.644], [8.753, 4.820, 0.699], [9.779, 3.629, 0.155], [9.038, 2.696, -1.007], [9.945, 1.315, -1.137], [8.917, 0.008, -1.125], [8.681, -0.592, 0.406], [7.438, -1.672, 0.494], [5.990, -0.971, 0.909], [5.179, -1.795, 2.087], [4.001, -0.880, 2.793], [2.596, -0.824, 1.892], [1.289, -0.835, 2.930], [-0.007, -1.400, 2.101], [-1.106, -0.208, 1.692], [-2.187, -0.979, 0.674], [-3.314, -0.085, 0.209], [-3.387, 0.625, -1.144], [-2.383, 0.105, -2.162], [-4.417, 0.132, 1.045], [-4.507, -0.559, 2.422], [-5.605, 0.988, 0.664], [-5.394, 2.457, 0.951], [-4.668, 2.921, 2.966], [-6.854, 3.197, 0.607], [-7.002, 4.688, 1.269], [-7.170, 3.214, -1.560], [6.463, 4.211, 4.882], [6.230, 5.501, 3.514], [7.658, 5.756, 4.762], [8.088, 2.970, 3.548], [9.190, 4.503, 3.352], [6.611, 4.815, 1.478], [7.320, 3.069, 1.305], [9.331, 5.638, 1.343], [8.236, 5.392, -0.184], [10.762, 4.073, -0.323], [10.047, 2.973, 1.109], [7.928, 2.392, -0.703], [8.975, 3.294, -2.037], [10.649, 1.246, -0.189], [10.539, 1.402, -2.155], [9.402, -0.868, -1.766], [7.886, 0.274, -1.623], [8.567, 0.301, 1.154], [9.688, -1.164, 0.673], [7.336, -2.246, -0.535], [7.763, -2.500, 1.286], [6.094, 0.173, 1.184], [5.293, -0.999, -0.057], [4.645, -2.729, 1.609], [5.908, -2.217, 2.926], [4.413, 0.225, 2.840], [3.734, -1.213, 3.894], [2.589, 0.094, 1.166], [2.547, -1.824, 1.242], [1.558, -1.670, 3.739], [1.127, 0.186, 3.478], [0.293, -1.952, 1.087], [-0.604, -2.186, 2.750], [-0.537, 0.676, 1.151], [-1.631, 0.224, 2.654], [-2.551, -1.927, 1.301], [-1.519, -1.422, -0.192], [-3.242, 1.795, -1.022], [-4.456, 0.504, -1.662], [-2.704, -0.893, -2.348], [-2.609, 0.614, -3.067], [-4.470, -1.614, 2.285], [-5.507, -0.406, 2.753], [-6.506, 0.641, 1.058], [-4.624, 2.966, 0.196], [-7.692, 2.510, 1.099], [-7.722, 4.635, 2.206], [-5.995, 5.249, 1.470], [-7.586, 5.351, 0.466], [-0.594, -4.487, -3.186], [-0.883, -3.055, -2.902], [-0.007, -2.405, -2.320], [-1.982, -2.625, -3.272], [0.402, -4.728, -2.807], [-1.354, -5.084, -2.678], [-0.638, -4.624, -4.268], [-7.586, -3.380, 4.551], [-6.303, -2.760, 4.121], [-5.830, -3.129, 3.040], [-5.808, -1.919, 4.882], [-7.904, -4.096, 3.791], [-7.405, -3.883, 5.504], [-8.320, -2.579, 4.658], [-5.021, -6.985, 5.791], [-6.157, -6.092, 6.145], [-6.910, -5.744, 5.227], [-6.262, -5.766, 7.333], [-5.053, -7.190, 4.719], [-4.099, -6.466, 6.058], [-5.138, -7.908, 6.363], [-6.356, 3.978, -5.157], [-6.502, 3.812, -6.628], [-6.796, 2.685, -7.044], [-6.319, 4.818, -7.324], [-6.545, 3.018, -4.673], [-5.335, 4.314, -4.963], [-7.087, 4.723, -4.835], [-1.132, 2.820, -5.832], [-2.243, 2.225, -5.042], [-2.684, 1.133, -5.419], [-2.642, 2.871, -4.066], [-0.884, 2.148, -6.656], [-1.476, 3.784, -6.211], [-0.278, 2.938, -5.161], [-3.285, -3.472, 8.112], [-2.225, -4.128, 7.300], [-1.572, -3.410, 6.534], [-2.077, -5.346, 7.456], [-3.303, -2.406, 7.874], [-4.237, -3.941, 7.852], [-3.040, -3.628, 9.164], [10.744, 1.057, 5.115], [10.598, 0.891, 3.644], [10.304, -0.235, 3.228], [10.781, 1.897, 2.948], [10.555, 0.097, 5.599], [11.765, 1.393, 5.309], [10.013, 1.802, 5.437], [-3.388, -4.174, -7.287], [-2.093, -4.555, -6.662], [-1.136, -3.790, -6.830], [-2.074, -5.612, -6.019], [-3.259, -3.229, -7.818], [-3.666, -4.971, -7.981], [-4.123, -4.071, -6.486], [-4.988, 8.032, -6.385], [-4.834, 7.751, -4.932], [-5.092, 6.605, -4.547], [-4.458, 8.689, -4.220], [-5.322, 7.121, -6.888], [-5.731, 8.825, -6.491], [-4.014, 8.346, -6.765], [-6.621, -7.035, -7.081], [-6.162, -5.634, -6.880], [-5.790, -5.011, -7.882], [-6.188, -5.200, -5.723], [-6.545, -7.283, -8.142], [-5.974, -7.683, -6.487], [-7.659, -7.093, -6.745]],
  "atomic_forces_ev_per_a": [[0.5, 0.0, -0.2], [-1.3, -0.5, 0.3], [0.9, 0.2, -0.3], [0.0, -0.2, 0.0], [-1.0, 0.4, 0.0], [0.6, -0.1, 0.7], [-1.3, 0.2, -0.2], [0.5, -0.6, 0.0], [0.7, -0.2, -0.9], [0.4, 0.1, 0.3], [-0.6, -0.5, -0.6], [-0.3, -0.1, 0.3], [0.0, 0.8, -0.7], [0.3, -0.6, 0.9], [0.8, -1.5, -0.8], [-1.2, 0.5, 0.0], [0.5, -0.6, -0.2], [2.3, -0.8, 1.4], [-3.7, 0.8, 1.9], [-0.7, 1.4, -2.5], [-2.0, -0.5, 0.6], [0.2, -1.7, 0.8], [-1.6, 0.4, -4.3], [3.2, -0.2, 1.1], [-1.2, 1.2, -2.6], [-0.3, -0.2, -0.6], [0.3, -0.5, 2.6], [-1.2, 0.6, -1.2], [0.2, -0.1, 1.0], [1.2, 1.6, -1.2], [1.7, -1.1, 1.3], [-1.5, -1.7, -0.9], [0.1, 2.4, -0.7], [-2.1, -0.7, -0.5], [1.8, -1.3, 0.7], [0.5, 2.1, 0.5], [-1.2, -1.8, -1.4], [1.1, -1.2, 1.5], [-2.0, -0.9, 1.1], [-0.5, 1.3, -2.3], [2.4, 0.8, -0.5], [0.2, -1.3, 2.3], [-1.3, 0.1, -2.2], [-1.0, -0.5, 2.3], [-1.1, 1.8, 1.3], [2.0, -0.4, 0.9], [0.1, -1.8, -1.3], [-2.2, 1.3, -0.4], [0.2, 1.3, 2.1], [-0.9, 1.8, -1.5], [0.0, -2.4, -0.3], [1.4, 0.2, 2.0], [1.2, 1.7, 0.9], [-1.4, 1.1, -1.8], [-0.8, -2.2, 0.2], [0.7, 0.5, -2.3], [0.0, -1.7, 1.4], [0.0, 2.2, 1.4], [-0.6, 2.0, -1.6], [0.2, -1.9, -1.2], [-0.4, 1.3, 2.3], [1.2, 1.5, -1.2], [-1.3, -1.9, 0.9], [0.9, -1.0, -2.0], [0.3, 2.2, -1.5], [-1.9, 1.3, 1.3], [0.0, -2.5, 0.0], [1.9, 0.1, 2.0], [0.9, 1.6, 0.0], [0.3, -0.7, 1.5], [0.4, 1.5, 0.3], [1.8, 0.1, -0.3], [1.3, 0.3, -0.1], [-1.5, -1.5, 1.8], [1.7, 1.4, -1.3], [1.9, 0.1, -1.8], [-1.9, -1.4, -0.2], [1.3, -1.4, 1.8], [0.3, -0.2, 0.0], [0.4, 0.8, 0.3], [-1.6, -0.7, -0.8], [1.3, -0.5, 0.5], [-0.3, 0.2, -0.1], [0.0, 0.1, -0.2], [-0.1, 0.0, 0.2], [-0.4, 0.3, -0.1], [0.3, 0.3, 0.2], [-0.2, 0.7, 1.1], [-0.4, -1.1, -1.4], [0.2, 0.2, 0.2], [-0.2, 0.5, -0.3], [0.2, 0.0, 0.0], [0.2, -0.2, -0.3], [-0.4, 0.2, 0.4], [1.0, -1.1, 1.6], [-0.1, -0.2, -1.9], [-0.1, 0.1, 0.3], [-0.1, -0.2, 0.1], [0.1, 0.3, 0.0], [0.0, -0.2, 0.3], [-0.2, -0.5, -1.0], [0.5, 1.8, 0.4], [-0.2, -1.4, 0.8], [0.0, 0.1, -0.3], [-0.3, 0.1, 0.0], [0.3, 0.0, -0.1], [0.2, -0.1, -0.3], [-0.6, -0.5, 0.1], [0.4, 1.5, 0.9], [0.3, -1.1, -1.1], [-0.2, 0.1, 0.3], [0.1, -0.1, 0.2], [-0.2, 0.1, -0.1], [-0.1, 0.3, 0.1], [0.8, -0.2, -0.6], [-0.8, -1.3, 1.0], [-0.1, 1.6, -0.4], [0.1, -0.3, 0.0], [0.2, 0.0, 0.2], [-0.1, -0.1, -0.2], [0.0, -0.2, 0.3], [-0.1, -0.3, -1.0], [0.5, 1.7, 0.4], [-0.2, -1.6, 0.9], [0.0, 0.2, -0.3], [-0.2, 0.1, -0.1], [0.2, 0.0, -0.1], [0.2, 0.2, -0.1], [0.8, 0.2, 0.1], [-1.1, -1.3, 0.6], [0.2, 1.4, -0.7], [0.1, -0.3, 0.2], [0.2, 0.2, 0.3], [0.2, -0.1, -0.1], [-0.1, -0.2, -0.4], [0.2, 0.2, 1.0], [0.4, 1.6, -0.2], [-0.6, -1.7, -0.9], [0.1, 0.1, 0.2], [0.3, 0.0, 0.1], [-0.2, 0.1, 0.2], [0.0, -0.3, -0.3], [0.1, 0.8, 0.0], [-1.1, -0.7, 1.4], [0.2, -0.4, -1.7], [0.0, 0.2, 0.3], [-0.2, 0.2, 0.0], [0.2, 0.0, 0.1]],
  "mulliken_charge": [-0.910, -0.168, 0.118, -0.928, -0.061, -0.526, -0.452, -0.825, 0.014, -0.656, -0.030, -0.649, -0.459, -0.497, -0.477, -0.499, -0.228, -0.391, 0.582, -0.369, -0.438, -0.212, -0.325, 0.039, -0.565, 0.106, -0.266, -0.988, 0.192, 0.236, 0.268, 0.235, -0.011, 0.350, 0.446, -0.408, 0.345, 0.306, 0.334, -0.121, 0.192, 0.294, 0.260, 0.345, 0.339, 0.256, -0.111, 0.283, 0.277, 0.334, -0.104, 0.190, 0.243, 0.336, 0.206, 0.351, 0.213, 0.209, 0.307, 0.263, 0.118, 0.292, 0.227, 0.281, 0.106, -0.009, 0.227, 0.310, 0.179, 0.149, 0.324, 0.345, 0.396, 0.284, 0.348, 0.272, 0.329, 0.314, -0.624, 0.871, -0.497, -0.578, 0.307, 0.298, 0.156, -0.764, 0.916, -0.592, -0.516, 0.299, 0.291, 0.306, -0.661, 0.909, -0.572, -0.494, 0.304, 0.192, 0.308, -0.747, 0.916, -0.546, -0.547, 0.288, 0.281, 0.293, -0.772, 0.748, -0.465, -0.451, 0.314, 0.292, 0.310, -0.572, 0.835, -0.492, -0.514, 0.294, 0.160, 0.292, -0.776, 0.820, -0.522, -0.481, 0.315, 0.304, 0.270, -0.731, 0.897, -0.523, -0.541, 0.326, 0.331, 0.239, -0.590, 0.835, -0.483, -0.515, 0.201, 0.281, 0.275, -0.727, 0.866, -0.533, -0.493, 0.317, 0.294, 0.279],
  "total_energy_ev": -113470.057,
  "charge": 1
}